1.
Here is a structure of composition C31H18BrCl5N4O4Ti in a non-equilibrium geometry from the Open Molecules 2025 dataset. Energies are from the ωB97M-V functional and the def2-TZVPD basis.

XYZ file:
```
64
Properties=species:S:1:pos:R:3:forces:R:3
Ti -1.205 -0.028 -0.804 -0.61 0.20 0.44
O 2.554 3.334 -2.830 -0.03 -0.01 0.25
C 1.734 2.920 -3.831 0.07 -0.01 -0.06
C 2.096 3.194 -5.145 0.00 -0.02 -0.10
C 1.293 2.746 -6.187 -0.05 -0.03 0.05
C 0.134 2.022 -5.926 0.04 0.02 0.08
C -0.235 1.772 -4.606 0.08 0.07 -0.09
C 0.548 2.234 -3.557 -0.17 -0.05 -0.22
C 0.121 2.068 -2.120 -0.06 -0.23 -0.11
O -1.047 1.326 -1.970 0.55 1.06 -0.91
N 1.202 1.461 -1.371 0.23 -0.04 0.48
N 0.610 0.972 -0.144 -0.01 -0.44 -0.09
C 1.571 0.599 0.727 -0.25 0.20 0.11
C 1.419 0.317 2.077 0.03 -0.09 -0.04
Br -0.355 0.389 2.780 -0.03 0.10 0.05
C 2.397 -0.074 2.985 0.25 0.06 -0.11
C 3.838 0.070 2.871 -0.16 -0.02 0.02
C 4.482 1.050 2.090 0.06 -0.02 -0.01
C 5.866 1.159 2.061 -0.11 -0.04 0.02
C 6.670 0.302 2.808 -0.12 0.00 0.01
C 6.054 -0.662 3.603 -0.13 0.00 -0.02
C 4.673 -0.772 3.636 0.05 -0.02 0.02
H 2.300 2.827 -2.017 0.09 0.11 -0.19
H 3.016 3.742 -5.331 -0.10 -0.08 0.03
H 1.587 2.953 -7.212 -0.03 -0.01 0.06
H -0.479 1.653 -6.742 0.06 0.03 0.08
H -1.133 1.217 -4.361 0.02 0.01 -0.01
H -0.021 3.054 -1.699 -0.31 0.47 0.26
H 1.535 0.656 -1.896 -0.05 -0.35 -0.13
H 2.575 0.494 0.337 0.16 0.06 -0.06
H 2.044 -0.562 3.888 0.04 0.05 -0.04
H 3.882 1.758 1.532 0.02 -0.02 -0.01
H 6.324 1.931 1.453 -0.03 -0.01 0.00
H 7.750 0.389 2.778 -0.04 -0.01 0.00
H 6.659 -1.342 4.194 -0.04 0.02 -0.01
H 4.205 -1.536 4.252 0.06 0.06 -0.04
Cl -2.769 -0.932 -2.384 0.04 -0.05 0.11
C -4.111 0.005 0.329 0.14 -0.21 0.35
C -2.996 0.828 0.219 -0.30 0.57 -0.20
C -3.301 2.193 0.186 0.08 -0.18 0.10
Cl -2.017 3.382 0.288 0.07 -0.27 -0.11
C -4.599 2.701 0.117 0.05 0.03 0.03
Cl -4.894 4.409 0.009 -0.09 -0.05 0.02
C -5.669 1.814 0.127 -0.09 0.06 0.01
Cl -7.297 2.396 0.029 0.03 0.01 -0.01
C -5.423 0.458 0.262 -0.34 0.09 0.01
Cl -6.736 -0.679 0.349 0.11 0.15 -0.01
N 0.950 -1.857 -2.413 0.00 0.06 0.10
C 0.168 -1.339 -1.733 0.58 -0.49 -0.43
O -4.047 -1.337 0.564 0.08 -0.14 -0.31
C -2.902 -1.993 0.819 0.11 0.26 0.04
N -1.661 -1.580 0.498 0.27 -0.83 0.70
C -0.752 -2.528 1.061 -0.55 -0.10 -0.11
O 0.462 -2.450 1.039 0.28 0.17 -0.09
C -1.573 -3.573 1.685 0.08 -0.10 0.10
C -1.229 -4.721 2.387 0.01 -0.05 0.01
C -2.240 -5.516 2.906 -0.05 0.06 -0.03
C -3.599 -5.158 2.730 0.08 0.12 -0.07
C -3.956 -4.013 2.047 0.05 -0.06 0.02
C -2.925 -3.212 1.519 -0.17 -0.10 0.10
H -0.184 -4.981 2.521 -0.05 0.02 -0.02
H -1.993 -6.417 3.458 -0.02 0.04 -0.04
H -4.373 -5.796 3.146 0.04 0.03 -0.02
H -4.997 -3.735 1.914 0.09 -0.02 0.02
```
Forces are in eV/Å.

Computed properties:
Net charge = -2
HOMO-LUMO gap (alpha / beta) = 5.023 / 7.215 eV
Max |F| = 0.0292 hartree/bohr
ΔE to the lowest compared entry with this formula, charge and spin = 7.49 kcal per mole
LUMO (alpha / beta) = 4.03 / 4.03 eV
Spin multiplicity = 3
Highest occupied orbital energy (alpha / beta) = -1.0 / -3.2 eV


2.
Here is a cluster of 8 separate species, C3H22NO7S in total in a non-equilibrium geometry from the Open Molecules 2025 dataset. Energies are from the ωB97M-V functional and the def2-TZVPD basis.

XYZ file:
```
34
Properties=species:S:1:pos:R:3:forces:R:3
C 0.185 1.116 3.493 -0.97 1.10 0.17
N -0.007 0.798 2.091 0.27 1.09 0.09
C 0.939 1.535 1.248 -0.99 -0.90 -0.23
C 0.552 1.225 -0.190 1.24 0.63 -0.06
S 1.699 1.995 -1.363 -0.22 0.01 0.23
H -0.565 0.645 4.126 0.14 -0.43 -0.12
H -0.023 2.186 3.612 0.19 0.00 0.03
H 1.181 0.943 3.867 0.54 -0.29 0.22
H 0.183 -0.171 1.981 -0.26 -1.12 -0.22
H 0.834 2.606 1.453 0.35 -0.15 -0.01
H 1.955 1.165 1.375 0.46 0.47 0.32
H -0.465 1.481 -0.386 -0.68 0.49 -0.46
H 0.583 0.172 -0.398 0.16 -0.79 0.00
H -2.726 1.352 -1.312 -0.18 0.15 0.07
H -2.167 0.445 -2.382 0.54 -0.21 -0.12
O -2.958 0.914 -2.139 -0.51 0.27 0.22
H 0.604 0.909 -3.091 0.09 0.21 0.24
H -0.515 0.344 -3.998 0.01 0.16 -0.02
O -0.205 0.381 -3.084 -0.32 -0.15 -0.59
H 0.984 -3.541 -0.430 -1.27 0.28 -0.63
H -0.394 -3.344 -1.327 0.94 0.12 0.51
O 0.004 -3.632 -0.477 0.21 -0.30 0.53
H -1.076 -2.501 1.649 1.26 0.40 2.74
H -0.008 -2.795 2.813 0.35 -0.56 -0.22
O -0.764 -2.254 2.610 -1.45 0.11 -2.66
H -1.658 2.486 0.893 0.05 0.44 -0.19
H -1.879 3.628 -0.161 2.17 2.58 -2.00
O -2.273 3.006 0.356 -2.27 -3.18 2.31
H 3.096 -1.351 -0.036 -0.82 -0.98 -1.15
H 2.495 -1.631 -1.477 0.20 0.28 0.08
O 2.571 -1.993 -0.590 0.71 0.74 1.06
H 0.599 -2.502 -2.978 -2.34 0.44 0.08
H -0.394 -1.340 -2.868 0.08 1.81 0.20
O -0.388 -2.276 -2.880 2.32 -2.71 -0.43
```
Forces are in eV/Å.

Computed properties:
Net charge = 0
HOMO-LUMO gap (alpha / beta) = 9.373 / 6.662 eV
Max |F| = 0.0882 hartree/bohr
LUMO (alpha / beta) = -0.18 / -2.88 eV
Spin multiplicity = 2
Highest occupied orbital energy (alpha / beta) = -9.5 / -9.5 eV


3.
Here is a structure of composition C32H51BiFGeN5O3SSi3 from the Open Molecules 2025 dataset. Energies are from the ωB97M-V functional and the def2-TZVPD basis.

XYZ file:
```
98
Properties=species:S:1:pos:R:3:forces:R:3
Bi 0.179 1.307 0.519 -0.45 -0.12 -0.22
C -6.744 0.646 -2.524 0.04 0.02 0.02
C -5.616 0.449 -3.523 -0.02 0.03 0.13
N -4.308 0.906 -2.992 -0.14 0.04 -0.05
C -3.556 0.030 -2.330 -0.08 -0.06 -0.13
C -2.324 0.313 -1.792 0.06 0.12 0.09
C -1.634 -0.815 -1.100 0.15 0.04 -0.10
O -1.961 -1.959 -1.299 -0.03 -0.03 0.09
O -0.630 -0.531 -0.278 -0.07 0.06 0.13
C -1.742 1.585 -2.025 0.06 -0.15 -0.10
O -0.543 1.866 -1.711 -0.23 0.26 0.16
C -2.593 2.565 -2.680 0.03 -0.03 0.05
C -2.160 3.894 -2.830 0.08 -0.07 -0.02
C -2.988 4.822 -3.375 0.04 0.02 0.02
F -2.590 6.108 -3.436 0.04 0.02 0.04
C -4.280 4.506 -3.848 -0.09 -0.04 -0.19
C -4.699 3.196 -3.712 -0.10 -0.09 -0.09
C -3.879 2.222 -3.125 -0.01 -0.05 0.06
N -5.093 5.480 -4.417 0.00 0.21 0.18
C -4.604 6.538 -5.285 -0.07 -0.14 -0.03
C -4.988 7.904 -4.745 0.03 -0.01 -0.05
N -6.488 7.947 -4.568 0.08 -0.11 0.06
C -6.982 6.823 -3.691 0.01 -0.06 -0.02
C -6.536 5.493 -4.288 0.14 0.03 -0.10
H -7.688 0.329 -2.967 0.03 0.01 0.01
H -6.836 1.692 -2.225 -0.01 -0.02 0.00
H -6.575 0.048 -1.628 -0.01 0.03 -0.02
H -5.804 0.972 -4.456 0.05 -0.02 -0.07
H -5.502 -0.602 -3.775 0.03 -0.03 0.00
H -3.946 -0.977 -2.244 0.00 0.01 0.02
H -1.173 4.178 -2.487 -0.04 0.02 0.02
H -5.668 2.922 -4.103 0.03 0.02 0.05
H -5.042 6.410 -6.284 0.02 -0.01 -0.02
H -3.527 6.491 -5.404 -0.01 0.01 0.00
H -4.706 8.702 -5.428 -0.04 0.04 -0.02
H -4.540 8.083 -3.770 -0.04 0.01 0.07
H -6.931 7.874 -5.487 -0.04 0.03 -0.03
H -6.774 8.848 -4.181 0.00 0.04 0.03
H -8.065 6.896 -3.613 -0.01 0.05 -0.07
H -6.537 6.970 -2.709 0.01 0.05 0.03
H -7.012 5.354 -5.268 -0.04 -0.06 0.03
H -6.883 4.695 -3.636 0.02 0.00 0.04
N 0.450 -2.134 1.779 -0.09 0.08 -0.07
C 0.250 -1.221 2.746 -0.11 0.26 0.02
N 0.067 0.073 2.522 0.05 -0.24 0.11
C -0.138 0.776 3.735 0.11 -0.05 -0.14
C -0.410 2.133 3.879 0.04 -0.02 -0.07
C -0.568 2.650 5.155 0.00 0.02 -0.02
C -0.452 1.838 6.281 0.02 -0.02 0.02
C -0.190 0.486 6.149 0.00 -0.01 0.03
C -0.041 -0.025 4.869 0.00 -0.04 0.02
S 0.250 -1.683 4.411 0.00 -0.05 0.04
H 0.054 -1.914 0.866 0.00 0.01 0.08
H 0.441 -3.104 2.053 -0.01 0.01 0.00
H -0.508 2.783 3.017 -0.02 0.02 0.04
H -0.792 3.702 5.278 0.03 -0.02 -0.01
H -0.568 2.265 7.268 -0.02 -0.01 -0.03
H -0.111 -0.155 7.018 0.00 0.03 -0.03
C 1.137 -2.050 -2.974 -0.32 0.14 0.02
Si 2.618 -1.947 -1.894 0.18 0.04 0.02
C 4.197 -1.667 -2.801 0.12 0.06 -0.08
C 2.750 -3.245 -0.595 -0.06 -0.15 0.12
Ge 2.424 0.252 -0.499 0.57 -0.10 -0.04
Si 4.128 0.037 1.271 -0.09 -0.05 0.06
C 3.751 -1.212 2.581 -0.13 -0.12 0.05
C 3.995 1.779 1.929 -0.03 0.16 -0.06
C 5.752 -0.316 0.450 0.06 -0.05 -0.11
Si 2.922 1.892 -2.278 -0.09 0.13 -0.01
C 2.062 1.480 -3.868 -0.10 -0.16 -0.09
C 4.768 1.991 -2.450 0.13 -0.05 0.07
C 2.282 3.490 -1.553 -0.15 0.04 0.15
H 1.325 -2.848 -3.703 -0.01 0.03 0.02
H 0.971 -1.123 -3.526 0.00 -0.10 -0.02
H 0.233 -2.301 -2.413 0.06 -0.02 -0.08
H 4.454 -2.602 -3.313 0.00 0.06 0.03
H 5.019 -1.417 -2.131 0.02 -0.03 -0.04
H 4.101 -0.889 -3.559 0.05 -0.04 0.00
H 2.923 -4.202 -1.103 0.01 0.05 0.03
H 1.837 -3.338 -0.007 0.11 -0.02 -0.04
H 3.593 -3.058 0.071 -0.02 -0.07 -0.01
H 2.829 -0.984 3.120 0.09 0.00 0.01
H 4.574 -1.202 3.303 -0.04 0.00 -0.02
H 3.676 -2.223 2.178 0.00 0.04 0.07
H 2.991 1.984 2.313 0.06 0.02 0.04
H 4.241 2.525 1.168 -0.01 0.00 0.08
H 4.696 1.908 2.760 -0.02 0.00 -0.04
H 5.876 -1.389 0.282 0.03 0.05 -0.02
H 6.559 0.007 1.116 -0.03 -0.03 -0.02
H 5.877 0.205 -0.500 0.05 0.01 0.03
H 2.594 0.714 -4.439 -0.06 0.05 0.01
H 2.015 2.382 -4.486 0.03 -0.04 0.00
H 1.040 1.141 -3.685 0.04 0.08 -0.05
H 5.237 1.033 -2.672 0.03 0.02 -0.04
H 5.230 2.403 -1.549 0.00 -0.02 -0.06
H 4.996 2.670 -3.280 -0.02 -0.03 0.06
H 1.196 3.457 -1.420 0.11 0.08 -0.06
H 2.510 4.309 -2.242 0.00 -0.02 0.04
H 2.755 3.726 -0.595 -0.01 0.01 -0.06
```
Forces are in eV/Å.

Computed properties:
Net charge = +3
HOMO-LUMO gap (alpha / beta) = 7.717 / 5.219 eV
Max |F| = 0.0113 hartree/bohr
LUMO (alpha / beta) = -7.02 / -9.52 eV
Spin multiplicity = 2
Highest occupied orbital energy (alpha / beta) = -14.7 / -14.7 eV


4.
Here is a cluster of 2 separate species, C27H22F2N in total in a non-equilibrium geometry from the Open Molecules 2025 dataset. Energies are from the ωB97M-V functional and the def2-TZVPD basis.

XYZ file:
```
52
Properties=species:S:1:pos:R:3:forces:R:3
F -2.943 5.778 1.164 0.23 -1.68 0.22
C -2.746 4.416 1.103 0.27 1.19 -0.01
C -3.864 3.583 1.034 0.54 -0.51 -0.05
C -3.639 2.201 0.903 -0.22 0.24 0.36
C -2.357 1.715 0.729 0.27 -0.18 -0.72
C -1.220 2.576 0.718 -0.78 0.38 0.49
C 0.018 2.022 0.323 -0.25 0.24 0.11
C 1.318 2.554 0.554 1.38 0.85 -0.12
C 2.434 1.707 0.820 -0.37 -0.22 -0.56
C 3.708 2.207 1.025 0.04 0.38 0.25
C 3.933 3.589 1.054 -0.47 -0.23 -0.12
C 2.842 4.425 0.814 0.25 0.98 0.08
F 3.025 5.785 0.884 -0.18 -1.50 -0.29
C 1.582 3.949 0.501 -0.15 -0.03 0.22
C -1.444 3.940 1.094 -0.25 -0.11 -0.44
H -4.868 3.998 1.101 0.24 -0.05 -0.02
H -4.483 1.512 0.950 0.25 0.22 -0.14
H -2.171 0.653 0.568 -0.19 0.24 -0.11
H -0.047 1.116 -0.296 -0.03 -0.22 0.74
H 2.289 0.635 0.863 0.05 0.25 -0.02
H 4.536 1.515 1.195 -0.31 0.27 -0.03
H 4.922 4.000 1.237 -0.23 0.02 -0.02
H 0.808 4.631 0.156 0.49 -0.04 0.14
H -0.619 4.616 1.272 -0.36 0.06 -0.01
C -0.954 -4.022 3.304 0.26 0.15 -0.11
C 0.386 -4.114 2.891 -0.31 -0.11 0.05
C 0.888 -3.219 1.946 -0.24 0.19 0.18
C 0.069 -2.194 1.459 -0.17 -0.63 -0.34
C 0.690 -1.124 0.606 0.28 1.24 0.00
N -0.030 -0.878 -0.628 -0.35 -2.46 -0.77
C 0.580 -0.995 -1.754 -0.04 0.78 0.53
C 0.204 -1.878 -2.847 -0.93 0.26 -1.00
C 0.620 -1.530 -4.144 0.19 -0.43 0.17
C 0.478 -2.434 -5.192 -0.19 0.14 0.06
C -0.120 -3.682 -4.961 0.11 0.51 0.28
C -0.601 -4.006 -3.687 -0.05 0.33 -0.06
C -0.486 -3.092 -2.637 0.34 0.33 -0.06
C -1.293 -2.176 1.761 0.16 -0.35 0.54
C -1.798 -3.069 2.715 0.17 -0.03 -0.17
H -1.334 -4.701 4.078 0.15 0.32 -0.44
H 1.035 -4.893 3.302 -0.28 0.28 -0.16
H 1.912 -3.301 1.565 -0.32 0.04 0.36
H 0.635 -0.188 1.173 0.23 -0.14 0.53
H 1.748 -1.409 0.440 -0.30 0.38 0.01
H 1.493 -0.386 -1.953 0.29 -0.75 0.23
H 1.058 -0.538 -4.287 0.05 -0.41 -0.13
H 0.823 -2.156 -6.188 -0.14 -0.16 0.24
H -0.233 -4.374 -5.789 0.05 -0.01 0.18
H -1.082 -4.966 -3.526 0.04 0.18 0.02
H -0.903 -3.292 -1.648 0.26 -0.08 -0.23
H -1.942 -1.479 1.234 0.10 -0.08 0.26
H -2.854 -3.025 2.998 0.36 -0.06 -0.12
```
Forces are in eV/Å.

Computed properties:
Net charge = +1
HOMO-LUMO gap = 5.094 eV
Max |F| = 0.0505 hartree/bohr
ΔE to the lowest compared entry with this formula, charge and spin = 32.44 kcal per mole
LUMO = -6.09 eV
Highest occupied orbital energy = -11.2 eV


5.
Here is a cluster of 2 separate species, C4H13N2O2 in total in a non-equilibrium geometry from the Open Molecules 2025 dataset. Energies are from the ωB97M-V functional and the def2-TZVPD basis.

XYZ file:
```
21
Properties=species:S:1:pos:R:3:forces:R:3
N -0.491 -1.034 1.003 0.50 3.46 0.76
C 0.997 -0.761 0.850 0.35 -0.20 -0.91
C 1.311 -0.174 -0.566 -0.31 -0.26 0.04
N 0.183 0.723 -0.901 0.49 0.08 0.58
C 0.264 2.123 -0.475 0.50 0.52 -0.69
C -0.483 2.601 0.765 -0.67 -1.27 -0.30
O -1.262 1.875 1.342 0.40 -0.13 0.29
H -0.901 -1.131 0.074 -0.32 -0.94 -0.05
H -0.948 -0.114 1.324 0.44 -1.15 -0.23
H -0.613 -1.769 1.689 -0.59 -0.26 -0.32
H 1.408 0.021 1.508 -0.86 -0.70 0.49
H 1.412 -1.748 1.067 0.71 0.46 -0.19
H 1.383 -0.914 -1.389 -0.17 0.11 0.70
H 2.338 0.277 -0.482 -0.98 0.03 -0.23
H -0.030 0.690 -1.885 0.08 -0.07 -0.03
H 1.320 2.446 -0.446 -0.30 0.21 0.09
H -0.223 2.702 -1.279 0.30 0.13 0.22
H -0.410 3.658 1.069 0.32 -0.05 -0.22
H -1.016 -3.263 -1.320 0.06 0.00 -0.16
H -2.466 -3.438 -0.961 -0.27 0.11 0.04
O -1.774 -2.770 -0.988 0.32 -0.09 0.09
```
Forces are in eV/Å.

Computed properties:
Net charge = +1
HOMO-LUMO gap = 10.639 eV
Max |F| = 0.0696 hartree/bohr
ΔE to the lowest compared entry with this formula, charge and spin = 53.04 kcal per mole
LUMO = -2.88 eV
Highest occupied orbital energy = -13.5 eV


| no. | DFT total energy (eV) |
| --- | --- |
| 1 | -202362.940 |
| 2 | -30124.070 |
| 3 | -147127.764 |
| 4 | -35271.173 |
| 5 | -11427.174 |